Entry 1:
{
  "formula": "C28H42IrO8P3S",
  "method": "ωB97M-V with the def2-TZVPD basis set",
  "lumo_ha": [-0.1621, -0.1716],
  "total_energy_ev": -87634.3839,
  "spin_multiplicity": 2,
  "e_homo_ev": [-9.62, -9.59],
  "gap_ha": [0.1914, 0.1808],
  "charge": 1,
  "species": ["Ir", "C", "C", "C", "O", "P", "O", "C", "P", "O", "O", "C", "C", "C", "O", "C", "C", "C", "O", "C", "C", "C", "H", "H", "H", "H", "H", "H", "H", "H", "H", "H", "H", "H", "H", "H", "H", "H", "H", "H", "H", "H", "H", "H", "H", "H", "H", "H", "H", "H", "H", "H", "O", "C", "O", "C", "P", "C", "C", "C", "C", "C", "C", "C", "C", "C", "C", "C", "C", "H", "H", "H", "H", "H", "H", "H", "H", "H", "H", "H", "H", "S", "C"],
  "xyz": [[0.511096, -1.275689, -0.435342], [0.558696, 3.968911, 2.986658], [1.469396, 2.762211, 2.824958], [2.932596, 3.156111, 2.679058], [1.071096, 1.911411, 1.734758], [0.784396, 2.217211, 0.225658], [1.138496, 1.023811, -0.569242], [-0.987704, 2.645611, 0.057658], [-1.914404, 1.083011, 0.212858], [-1.414604, -0.003689, -0.660942], [-1.831404, 0.862311, 1.768558], [-2.661504, -0.051789, 2.516758], [-2.975204, -1.298389, 1.714058], [-3.933904, 0.654811, 2.956358], [-3.435304, 1.439111, -0.065042], [-3.962704, 1.641811, -1.394042], [-4.654304, 2.999611, -1.421142], [-4.928904, 0.505811, -1.697242], [1.648296, 3.496111, -0.125542], [1.908096, 4.062111, -1.422742], [0.973696, 5.241311, -1.667142], [1.845596, 3.044711, -2.546742], [0.863596, 4.520811, 3.871958], [-0.474904, 3.654711, 3.117958], [0.640296, 4.626811, 2.124458], [1.359696, 2.101511, 3.694858], [3.063996, 3.857511, 1.861058], [3.532596, 2.272111, 2.478858], [3.275796, 3.618911, 3.599958], [-1.175104, 3.049911, -0.934642], [-1.318504, 3.348111, 0.815258], [-2.047404, -0.302889, 3.391958], [-3.648504, -1.051389, 0.895658], [-3.447204, -2.043989, 2.346758], [-2.065704, -1.715889, 1.288858], [-4.538104, 0.901811, 2.087858], [-3.700604, 1.570911, 3.490558], [-4.501904, 0.002711, 3.612458], [-3.130404, 1.626211, -2.108842], [-5.482204, 3.011611, -0.714842], [-5.044704, 3.190811, -2.417342], [-3.958204, 3.793011, -1.155242], [-5.730704, 0.504811, -0.961342], [-4.406004, -0.447489, -1.653942], [-5.363104, 0.632011, -2.686042], [2.934796, 4.433611, -1.325242], [-0.050404, 4.906411, -1.817942], [1.297496, 5.779111, -2.553642], [1.003496, 5.924011, -0.821842], [0.827996, 2.686311, -2.689542], [2.473896, 2.188911, -2.316242], [2.193496, 3.508311, -3.466142], [-2.558004, -4.374589, -0.125942], [-1.457804, -4.005089, -0.448842], [-1.016304, -2.869489, -0.688742], [-0.430604, -5.253789, -0.602342], [1.367296, -5.058589, -0.638742], [1.904896, -4.131989, 0.833858], [0.977096, -3.413789, 1.609958], [1.414696, -2.720889, 2.730958], [2.750496, -2.752689, 3.104658], [3.661396, -3.476889, 2.345758], [3.247896, -4.158589, 1.216658], [1.921396, -4.153589, -2.117942], [1.022096, -3.452189, -2.928142], [1.502196, -2.756989, -4.026542], [2.852896, -2.774289, -4.341142], [3.739196, -3.486589, -3.547142], [3.278096, -4.188589, -2.448342], [-0.738604, -5.752089, -1.527642], [-0.675004, -5.922689, 0.230558], [-0.084704, -3.534189, 1.450958], [0.695596, -2.193389, 3.336158], [3.073096, -2.246789, 4.001858], [4.696096, -3.526289, 2.647158], [3.963596, -4.730089, 0.643758], [-0.038804, -3.469989, -2.732942], [0.807296, -2.213789, -4.646342], [3.208596, -2.251289, -5.215742], [4.792096, -3.500889, -3.784842], [3.967096, -4.770689, -1.853142], [4.102496, -1.577289, -0.573142], [2.529196, -1.517689, -0.632442]],
  "forces_ev_per_angstrom": [[1.59, 1.40, -0.91], [0.05, -0.40, -0.07], [0.33, 0.46, 0.79], [-0.28, -0.21, -0.07], [-0.31, -0.01, -0.83], [0.18, 1.25, 1.02], [-0.05, -2.32, -0.46], [0.64, -1.12, -0.06], [-1.20, 0.89, 0.87], [0.56, -0.92, -0.17], [0.30, 0.48, -0.94], [-0.71, -0.69, 0.67], [0.33, 0.17, 0.06], [0.36, 0.09, -0.06], [0.88, -0.11, 0.58], [-0.60, 0.11, -0.72], [0.31, -0.29, 0.11], [0.39, 0.11, 0.15], [-0.69, -0.96, 0.70], [0.24, 0.67, -0.90], [0.28, -0.24, 0.30], [0.16, -0.02, 0.32], [0.00, 0.07, 0.05], [-0.10, 0.02, 0.02], [0.00, 0.13, -0.08], [0.00, 0.17, -0.20], [0.03, 0.10, -0.04], [0.12, -0.06, 0.04], [0.05, 0.03, 0.09], [0.06, 0.03, -0.16], [0.02, 0.07, 0.10], [-0.11, 0.08, -0.23], [-0.10, -0.14, -0.08], [-0.06, -0.06, 0.03], [-0.04, -0.21, -0.02], [-0.10, -0.01, -0.02], [0.00, 0.12, 0.12], [-0.07, -0.08, 0.08], [-0.06, -0.03, 0.05], [-0.04, 0.00, 0.05], [-0.02, 0.03, -0.07], [0.01, 0.11, -0.01], [-0.07, -0.01, 0.04], [-0.03, -0.10, -0.04], [0.00, 0.00, -0.07], [-0.18, -0.06, -0.05], [-0.11, -0.01, -0.05], [-0.01, 0.04, -0.10], [-0.04, 0.10, 0.05], [-0.11, -0.03, -0.13], [0.06, -0.05, -0.12], [-0.03, 0.05, -0.06], [-1.13, 1.05, 0.13], [1.60, -5.08, 0.41], [1.62, 4.57, -0.39], [-0.89, 1.75, 0.12], [1.05, -1.90, -0.02], [-0.51, 0.41, -0.44], [0.38, -0.23, 0.14], [0.14, 0.11, 0.23], [-0.05, 0.08, -0.09], [-0.06, 0.12, 0.15], [-0.49, -0.05, -0.08], [-0.54, 0.28, 0.39], [0.49, -0.10, -0.15], [0.00, -0.05, -0.16], [-0.03, 0.10, 0.03], [0.04, 0.00, -0.05], [-0.38, 0.03, -0.03], [0.17, -0.08, 0.13], [0.12, 0.01, -0.25], [-0.01, 0.18, -0.12], [-0.11, 0.08, 0.17], [0.04, 0.08, 0.05], [0.13, 0.00, 0.07], [0.01, -0.11, -0.08], [-0.01, 0.07, 0.13], [-0.08, 0.07, -0.17], [0.05, 0.09, -0.05], [0.10, -0.05, -0.10], [0.02, -0.07, 0.09], [-3.89, 0.49, -0.33], [0.40, -0.52, 0.72]],
  "mulliken_spin": [0.98, 0.00, 0.00, 0.00, 0.00, 0.01, -0.04, 0.00, 0.01, -0.01, 0.00, 0.00, 0.00, 0.00, 0.00, 0.00, 0.00, 0.00, 0.00, 0.00, 0.00, 0.00, 0.00, 0.00, 0.00, 0.00, 0.00, 0.00, 0.00, 0.00, 0.00, 0.00, 0.00, 0.00, 0.01, 0.00, 0.00, 0.00, 0.00, 0.00, 0.00, 0.00, 0.00, 0.00, 0.00, 0.00, 0.00, 0.00, 0.00, 0.00, 0.00, 0.00, 0.00, 0.00, -0.01, 0.00, 0.01, 0.01, 0.06, -0.01, -0.02, 0.03, -0.01, 0.00, 0.02, 0.00, 0.00, 0.00, 0.00, 0.00, 0.00, 0.00, 0.01, 0.00, 0.00, 0.00, -0.01, 0.00, 0.00, 0.00, 0.00, -0.02, -0.01]
}

Entry 2:
{
  "formula": "C28H42N2O9P2Ta",
  "method": "ωB97M-V with the def2-TZVPD basis set",
  "lumo_ha": -0.3644,
  "total_energy_ev": -71237.7821,
  "spin_multiplicity": 1,
  "e_homo_ev": -16.05,
  "gap_ha": 0.2256,
  "charge": 3,
  "species": ["Ta", "C", "O", "C", "C", "C", "C", "C", "C", "N", "N", "C", "O", "C", "C", "C", "C", "C", "C", "C", "O", "H", "H", "H", "H", "H", "H", "H", "H", "H", "H", "H", "H", "C", "C", "C", "O", "P", "O", "C", "P", "O", "O", "C", "C", "C", "O", "C", "C", "C", "O", "C", "C", "C", "H", "H", "H", "H", "H", "H", "H", "H", "H", "H", "H", "H", "H", "H", "H", "H", "H", "H", "H", "H", "H", "H", "H", "H", "H", "H", "H", "H", "H", "H"],
  "xyz": [[-0.788116, 1.122927, -0.882697], [-4.700888, -0.353585, -2.043162], [-5.406683, 0.878819, -1.896941], [-4.799717, 2.061654, -2.030824], [-5.638776, 3.128765, -2.409895], [-5.174514, 4.415561, -2.588038], [-3.832060, 4.692085, -2.397867], [-2.966083, 3.664991, -2.001665], [-1.603600, 3.984921, -1.818189], [-0.644317, 3.159216, -1.437248], [0.623624, 3.739593, -1.433079], [1.520777, 2.838571, -1.278401], [1.081125, 1.543763, -1.163360], [2.947046, 3.089764, -1.193680], [3.860527, 2.033764, -1.199372], [5.215344, 2.297092, -1.129563], [5.665194, 3.610041, -1.050963], [4.758536, 4.664121, -1.043324], [3.401766, 4.409955, -1.115347], [-3.464735, 2.354793, -1.809046], [-2.576614, 1.413419, -1.347342], [-5.468293, -1.105294, -2.196382], [-4.133529, -0.595558, -1.143986], [-4.045978, -0.321051, -2.915784], [-6.683043, 2.888858, -2.567069], [-5.858134, 5.197646, -2.886174], [-3.444649, 5.691731, -2.545447], [-1.282994, 5.002065, -2.025500], [3.510445, 1.010816, -1.273286], [5.928763, 1.484119, -1.142664], [6.726354, 3.812187, -0.997205], [5.113623, 5.683315, -0.982012], [2.689852, 5.223524, -1.111226], [-2.629180, -0.129724, 3.987194], [-2.425817, -1.017998, 2.790320], [-2.912801, -2.430345, 2.952596], [-0.926287, -1.151356, 2.508988], [0.061252, -0.130178, 1.955367], [-0.705281, 0.906484, 1.040259], [1.197213, -1.025906, 0.874176], [0.525577, -1.834316, -0.600390], [-0.416104, -0.775822, -1.271351], [-0.336169, -3.026031, -0.209885], [0.081373, -4.510828, -0.205731], [-0.505761, -5.092111, 1.049806], [-0.433437, -5.106578, -1.485835], [1.677101, -2.249668, -1.500293], [2.437484, -1.552246, -2.628101], [3.894354, -1.805360, -2.355549], [1.922725, -2.136614, -3.915266], [0.843497, 0.721227, 2.934540], [1.628660, 0.468185, 4.242263], [2.536309, -0.715034, 4.046174], [0.646882, 0.332748, 5.369012], [-3.701680, 0.012899, 4.126479], [-2.182149, 0.855334, 3.843648], [-2.234588, -0.586750, 4.892841], [-2.818834, -0.553937, 1.884743], [-2.447194, -2.901543, 3.817496], [-2.712666, -3.022212, 2.060915], [-3.990303, -2.411218, 3.118845], [1.698490, -1.792727, 1.473924], [1.968153, -0.313895, 0.558038], [1.170490, -4.493269, -0.178436], [-1.594412, -5.073714, 1.010054], [-0.159693, -4.566276, 1.939355], [-0.190107, -6.132633, 1.130659], [-1.519727, -5.039217, -1.534538], [-0.157814, -6.161468, -1.513536], [0.003805, -4.622972, -2.358722], [2.176073, -0.497222, -2.527732], [4.114067, -2.871018, -2.405268], [4.199887, -1.420067, -1.382717], [4.485527, -1.302878, -3.122162], [2.137578, -3.203420, -3.966623], [2.434003, -1.650731, -4.747340], [0.851777, -1.973553, -4.034185], [2.179403, 1.402861, 4.290365], [1.964988, -1.641662, 3.946232], [3.154470, -0.818347, 4.938849], [3.209660, -0.578734, 3.200120], [0.100723, -0.608563, 5.311808], [-0.043955, 1.172865, 5.402809], [1.212146, 0.332961, 6.302529]],
  "forces_ev_per_angstrom": [[0.17, 0.00, 0.21], [0.01, 0.01, -0.05], [-0.05, -0.04, 0.11], [0.08, 0.00, -0.04], [0.02, 0.01, -0.01], [-0.06, -0.01, 0.00], [0.08, 0.00, 0.02], [-0.11, -0.06, 0.00], [0.15, -0.02, 0.02], [-0.34, 0.07, -0.03], [0.23, -0.01, -0.01], [-0.13, 0.21, -0.05], [-0.40, -0.32, 0.15], [0.09, 0.08, -0.02], [-0.07, -0.04, 0.02], [0.08, -0.02, 0.00], [-0.04, 0.00, 0.00], [0.01, -0.03, 0.00], [-0.02, -0.01, -0.02], [-0.17, 0.16, -0.06], [0.58, -0.17, 0.15], [0.01, -0.01, -0.01], [-0.01, 0.00, 0.01], [0.00, -0.01, 0.00], [0.00, 0.00, 0.00], [0.00, 0.00, 0.00], [0.01, 0.00, 0.00], [0.03, 0.00, 0.01], [0.01, 0.02, -0.01], [0.00, 0.00, 0.00], [0.00, 0.00, 0.00], [-0.01, 0.00, 0.00], [0.00, 0.01, 0.00], [-0.02, 0.02, -0.04], [0.03, 0.01, 0.07], [-0.02, 0.02, -0.03], [0.02, -0.01, 0.01], [0.20, -0.03, 0.04], [-0.19, 0.02, -0.55], [0.01, -0.08, 0.09], [-0.04, -0.04, -0.06], [-0.02, 0.40, -0.01], [0.04, 0.03, 0.10], [-0.04, -0.01, -0.04], [0.03, 0.02, -0.01], [0.03, 0.00, -0.01], [0.03, -0.10, 0.03], [-0.07, -0.02, 0.03], [0.00, 0.04, -0.01], [0.01, 0.04, 0.00], [-0.08, -0.04, 0.07], [-0.06, 0.00, -0.13], [0.01, 0.04, 0.02], [0.04, 0.04, 0.02], [0.00, 0.00, 0.00], [0.00, 0.00, 0.03], [0.02, 0.00, 0.00], [-0.01, -0.03, -0.02], [0.01, 0.00, 0.00], [0.00, -0.01, 0.01], [0.00, 0.01, 0.00], [-0.03, -0.01, 0.00], [-0.02, 0.02, -0.03], [0.01, -0.02, 0.01], [0.00, 0.00, 0.01], [-0.02, 0.00, 0.00], [0.01, 0.00, -0.01], [0.00, 0.00, 0.00], [0.01, 0.00, 0.00], [-0.01, 0.00, -0.01], [0.04, 0.00, -0.01], [0.00, 0.00, 0.01], [0.01, 0.00, 0.01], [0.00, 0.00, 0.00], [-0.01, -0.01, 0.01], [0.00, 0.00, 0.00], [0.00, -0.01, -0.01], [0.03, -0.02, 0.05], [0.00, -0.01, -0.01], [0.00, 0.00, -0.01], [0.00, -0.01, -0.01], [-0.01, 0.00, -0.01], [-0.01, -0.01, 0.00], [-0.01, -0.01, 0.00]],
  "mulliken_charge": [2.03, -0.57, -0.45, 0.20, -0.49, -0.91, -0.94, 0.32, 0.25, 0.62, -1.00, 0.66, -0.16, 0.44, 0.24, -0.92, -0.45, -0.71, -0.57, 0.87, -0.40, 0.36, 0.06, 0.34, 0.52, 0.45, 0.47, 0.52, 0.05, 0.45, 0.44, 0.43, 0.48, -1.34, 0.93, -1.25, 0.33, -0.33, -0.99, -0.51, -0.09, -0.58, 0.18, 0.62, -1.31, -1.32, 0.00, 1.12, -1.45, -1.39, -0.28, 0.55, -1.24, -1.14, 0.50, 0.34, 0.29, -0.04, 0.33, 0.19, 0.46, 0.65, 0.14, 0.34, 0.29, 0.31, 0.45, 0.31, 0.45, 0.30, -0.09, 0.37, 0.35, 0.44, 0.33, 0.46, 0.34, 0.27, 0.25, 0.49, 0.35, 0.12, 0.37, 0.49]
}